1.
{"formula": "C34H29AlClN3O5Te5", "method": "wB97M-V/def2-TZVPD", "mol_weight_g_mol": 1260.06, "lumo_energy_ev": [1.66, 0.92], "spin_multiplicity": 2, "fmax_ev_per_a": 4.90, "charge": -1, "relative_energy_ev": 4.560, "orbital_gap_ha": [0.22567, 0.19483], "homo_ev": [-4.48, -4.38], "elements": ["Al", "O", "C", "O", "C", "C", "Cl", "N", "N", "C", "C", "O", "O", "C", "C", "C", "C", "C", "C", "H", "H", "H", "H", "H", "H", "Te", "Te", "Te", "Te", "C", "C", "C", "C", "C", "C", "Te", "N", "C", "O", "C", "C", "C", "C", "C", "C", "C", "C", "C", "C", "C", "C", "C", "C", "C", "C", "H", "H", "H", "H", "H", "H", "H", "H", "H", "H", "H", "H", "H", "H", "H", "H", "H", "H", "H", "H", "H", "H", "H"], "positions_angstrom": [[1.461, 0.450, 0.261], [6.425, -5.071, 2.860], [5.950, -4.959, 1.636], [6.359, -5.588, 0.696], [4.980, -3.836, 1.358], [3.825, -4.020, 0.733], [3.077, -5.577, 0.896], [3.052, -3.088, -0.007], [3.229, -1.753, 0.035], [4.143, -1.142, 0.682], [4.205, 0.338, 0.617], [5.209, 0.918, 0.946], [3.094, 0.954, 0.244], [2.285, -3.544, -1.125], [1.148, -2.844, -1.491], [0.462, -3.144, -2.652], [0.889, -4.195, -3.449], [1.993, -4.936, -3.056], [2.710, -4.611, -1.916], [5.808, -4.770, 3.564], [0.828, -2.017, -0.882], [-0.395, -2.547, -2.937], [0.362, -4.428, -4.365], [2.319, -5.767, -3.668], [3.602, -5.158, -1.651], [0.642, -0.654, 2.453], [2.054, -2.394, 3.687], [3.669, -4.202, 4.726], [5.690, -1.898, 1.901], [-4.647, 5.495, 3.618], [-3.602, 4.475, 3.259], [-3.699, 3.178, 3.734], [-2.786, 2.205, 3.359], [-2.911, 0.771, 3.783], [-1.731, 2.572, 2.525], [-0.756, 1.114, 1.356], [0.150, 0.197, -0.916], [-0.159, 1.159, -1.794], [-0.981, 2.072, -1.574], [0.560, 1.151, -3.116], [-0.023, 1.775, -4.213], [0.681, 1.884, -5.402], [1.976, 1.394, -5.491], [2.558, 0.766, -4.400], [1.843, 0.625, -3.221], [-2.591, 0.656, 0.440], [-3.271, 1.778, 0.000], [-4.299, 1.645, -0.918], [-4.628, 0.394, -1.406], [-3.957, -0.732, -0.955], [-2.930, -0.617, -0.026], [-2.180, -1.823, 0.455], [-1.600, 3.896, 2.025], [-0.514, 4.264, 1.058], [-2.556, 4.828, 2.416], [-5.279, 5.134, 4.429], [-5.290, 5.701, 2.759], [-4.196, 6.439, 3.926], [-4.513, 2.902, 4.396], [-3.677, 0.637, 4.545], [-1.970, 0.395, 4.195], [-3.185, 0.140, 2.929], [-1.024, 2.176, -4.124], [0.215, 2.366, -6.253], [2.544, 1.515, -6.405], [3.570, 0.387, -4.452], [2.293, 0.118, -2.376], [-3.023, 2.772, 0.339], [-4.815, 2.532, -1.264], [-5.408, 0.299, -2.151], [-4.209, -1.716, -1.333], [-2.574, -2.746, 0.032], [-2.221, -1.898, 1.546], [-1.133, -1.730, 0.161], [-0.693, 3.877, 0.054], [0.456, 3.881, 1.384], [-0.398, 5.346, 0.955], [-2.490, 5.835, 2.020]], "forces_ev_per_angstrom": [[0.25, -1.72, -1.13], [0.87, -0.67, 0.43], [-0.92, 0.67, -0.67], [0.31, -0.29, 0.39], [0.24, 0.42, 0.19], [0.19, 0.00, -0.03], [-0.07, -0.09, -0.06], [-0.10, -0.36, 0.48], [0.08, 0.62, 0.07], [0.13, -0.98, 0.17], [-0.54, 0.63, 0.09], [0.08, -0.08, 0.03], [0.58, 0.48, -0.20], [-0.08, -0.05, -0.49], [0.04, 0.21, 0.32], [0.04, -0.11, -0.09], [-0.11, 0.01, 0.07], [0.03, -0.10, -0.15], [0.09, 0.27, 0.10], [-0.42, 0.39, -0.30], [-0.11, 0.12, -0.03], [-0.01, 0.04, 0.06], [0.02, -0.07, 0.00], [0.08, -0.02, 0.00], [0.05, -0.05, -0.09], [-0.01, 0.17, -0.18], [2.12, -3.27, 2.66], [0.12, -0.01, 0.08], [-0.02, -0.30, -0.60], [-0.06, 0.01, 0.02], [-0.21, 0.25, 0.08], [-0.07, -0.13, 0.13], [0.50, 0.01, -0.11], [-0.19, -0.12, 0.25], [-0.36, 0.80, -0.09], [-2.95, 3.64, -1.43], [1.10, -0.02, 0.47], [-0.38, 0.24, 0.42], [0.16, -0.15, -0.45], [0.01, 0.20, -0.04], [0.13, -0.05, -0.10], [-0.11, -0.02, 0.01], [0.15, 0.04, -0.08], [-0.04, -0.04, 0.04], [-0.02, 0.03, -0.15], [-0.19, 0.05, -0.62], [-0.48, -0.08, -0.11], [-0.10, 0.08, 0.10], [-0.17, -0.03, -0.16], [0.03, 0.09, 0.11], [0.23, -0.03, 0.28], [0.05, 0.00, -0.03], [-0.22, -0.69, 0.52], [0.42, 0.44, -0.08], [0.31, -0.20, -0.12], [-0.02, 0.03, 0.01], [0.00, 0.01, 0.02], [0.00, -0.01, 0.00], [-0.06, 0.06, 0.00], [-0.06, 0.06, 0.01], [-0.05, 0.02, -0.08], [0.03, 0.05, 0.08], [0.03, 0.03, 0.10], [0.05, 0.00, -0.05], [-0.04, -0.03, -0.05], [0.02, -0.01, -0.08], [-0.04, -0.01, -0.02], [0.16, 0.01, 0.01], [-0.02, -0.05, -0.04], [-0.02, -0.05, 0.01], [-0.04, 0.01, 0.00], [-0.07, -0.01, -0.04], [0.04, -0.05, -0.10], [-0.04, -0.12, 0.04], [-0.08, -0.19, -0.03], [-0.07, 0.00, -0.03], [-0.19, 0.00, 0.17], [-0.03, 0.05, 0.08]]}

***

2.
{"formula": "C34H29BaBrN5OP", "method": "wB97M-V/def2-TZVPD", "mol_weight_g_mol": 771.85, "lumo_energy_ev": [3.53, 3.53], "fmax_ev_per_a": 9.37, "charge": -2, "relative_energy_ev": 8.576, "orbital_gap_ha": [0.09025, 0.09019], "homo_ev": [1.07, 1.07], "elements": ["Ba", "C", "N", "C", "C", "N", "C", "C", "C", "C", "C", "C", "N", "C", "N", "C", "C", "C", "C", "C", "C", "N", "H", "H", "H", "H", "H", "H", "H", "H", "H", "H", "H", "H", "H", "H", "H", "C", "C", "C", "C", "C", "C", "P", "C", "C", "C", "C", "C", "C", "C", "C", "C", "C", "C", "C", "H", "H", "H", "H", "H", "H", "H", "H", "H", "H", "H", "H", "H", "H", "Br", "O"], "positions_angstrom": [[-0.175, 0.976, 0.314], [2.293, 2.010, 0.636], [1.984, 0.316, 0.634], [1.892, -0.173, 1.948], [0.530, -0.420, 2.700], [-0.588, 0.249, 2.624], [-1.489, -0.465, 3.423], [-2.850, -0.321, 3.591], [-3.424, -0.907, 4.715], [-2.660, -1.622, 5.644], [-1.292, -1.778, 5.478], [-0.723, -1.192, 4.354], [0.586, -1.169, 3.911], [1.291, 3.278, 0.634], [-0.133, 3.403, 0.868], [-0.192, 4.804, 0.676], [-1.361, 5.589, 0.714], [-1.223, 6.956, 0.843], [0.037, 7.570, 0.941], [1.184, 6.817, 0.914], [1.026, 5.440, 0.782], [1.949, 4.441, 0.737], [2.944, 2.205, -0.215], [2.920, 2.133, 1.523], [2.695, 0.154, -0.046], [2.599, 0.277, 2.681], [2.286, -1.197, 1.796], [-3.426, 0.220, 2.854], [-4.492, -0.813, 4.872], [-3.145, -2.067, 6.507], [-0.696, -2.336, 6.194], [1.383, -1.579, 4.342], [-2.333, 5.130, 0.637], [-2.113, 7.574, 0.869], [0.108, 8.647, 1.041], [2.166, 7.271, 0.993], [2.941, 4.549, 0.797], [-2.489, -3.441, 0.693], [-1.170, -3.570, 1.102], [-0.165, -2.968, 0.368], [-0.451, -2.238, -0.785], [-1.772, -2.117, -1.179], [-2.785, -2.713, -0.445], [0.951, -1.494, -1.678], [1.634, -2.962, -2.561], [0.843, -4.007, -3.029], [1.405, -5.089, -3.690], [2.777, -5.146, -3.895], [3.579, -4.113, -3.434], [3.007, -3.034, -2.773], [0.194, -0.506, -3.009], [0.338, -0.867, -4.361], [-0.226, -0.088, -5.351], [-0.931, 1.058, -5.000], [-1.059, 1.424, -3.660], [-0.490, 0.658, -2.627], [-3.284, -3.901, 1.268], [-0.925, -4.134, 1.995], [0.864, -3.075, 0.703], [-2.034, -1.556, -2.066], [-3.812, -2.599, -0.764], [-0.230, -3.980, -2.884], [0.769, -5.891, -4.046], [3.219, -5.991, -4.410], [4.651, -4.148, -3.587], [3.648, -2.235, -2.417], [0.895, -1.755, -4.662], [-0.114, -0.373, -6.394], [-1.378, 1.674, -5.781], [-1.602, 2.322, -3.403], [-2.332, 3.048, -1.088], [-2.024, -0.162, 0.932]], "forces_ev_per_angstrom": [[-8.50, -0.26, -3.94], [-0.21, -0.63, 0.62], [3.21, 5.69, -0.01], [0.94, -2.55, 2.16], [1.51, 1.47, 0.31], [-0.25, -1.43, -0.09], [1.02, 1.22, 1.31], [-0.52, 0.06, 0.28], [0.06, -0.12, -0.04], [-0.17, 0.02, 0.04], [0.08, -0.11, -0.07], [-0.24, -0.54, 0.22], [-0.41, -0.23, -0.94], [-2.78, -2.61, 2.56], [6.47, 2.73, -2.23], [-2.33, -0.43, 2.04], [0.18, 0.27, 0.15], [-0.04, -0.10, -0.14], [-0.13, 0.19, 0.04], [0.22, 0.03, -0.13], [0.19, 0.78, -0.35], [0.53, -0.07, -0.47], [-0.11, -0.36, -0.30], [-0.07, 0.01, 0.13], [0.73, -1.65, 0.34], [-0.04, 0.20, -0.24], [-0.16, 0.02, 0.49], [0.19, 0.03, -0.17], [-0.01, -0.02, 0.00], [0.00, 0.00, -0.01], [-0.01, 0.00, -0.01], [0.19, -0.37, -0.02], [0.01, -0.25, -0.03], [0.00, 0.01, -0.01], [-0.02, -0.01, 0.00], [-0.01, -0.03, -0.02], [0.24, -0.05, -0.16], [-0.05, -0.07, -0.07], [-0.01, -0.09, 0.06], [0.20, 0.05, 0.14], [0.09, -0.39, -0.14], [-0.22, 0.12, -0.19], [0.00, -0.12, 0.11], [0.20, -0.04, -0.31], [-0.04, 0.03, 0.08], [-0.09, -0.19, -0.09], [0.03, 0.01, 0.02], [0.03, -0.07, -0.04], [0.02, 0.00, -0.04], [0.10, -0.07, -0.06], [-0.14, 0.11, -1.24], [0.24, -0.54, 0.16], [-0.02, 0.09, -0.24], [-0.17, 0.24, 0.24], [0.35, -0.60, -0.62], [0.61, -0.14, 0.77], [-0.01, 0.05, 0.05], [0.00, 0.03, 0.04], [0.04, 0.06, -0.04], [0.11, 0.17, 0.04], [-0.03, 0.09, 0.02], [-0.02, 0.10, 0.09], [-0.01, -0.02, -0.02], [0.01, -0.01, 0.00], [0.02, 0.00, -0.01], [-0.06, 0.06, 0.06], [-0.07, 0.04, 0.05], [0.01, 0.00, -0.01], [0.02, -0.02, 0.01], [-0.06, 0.08, 0.03], [-0.85, 0.62, -0.30], [-0.01, -0.48, 0.13]]}

***

3.
{"formula": "C34H29BrNNdO6P2S2", "method": "wB97M-V/def2-TZVPD", "mol_weight_g_mol": 897.83, "lumo_energy_ev": [0.02, 0.02], "spin_multiplicity": 4, "fmax_ev_per_a": 2.03, "relative_energy_ev": 0.647, "orbital_gap_ha": [0.26808, 0.26830], "homo_ev": [-7.27, -7.28], "elements": ["Nd", "S", "P", "C", "P", "S", "C", "C", "C", "C", "C", "C", "C", "C", "C", "C", "C", "C", "C", "C", "C", "C", "C", "C", "C", "C", "C", "C", "C", "C", "H", "H", "H", "H", "H", "H", "H", "H", "H", "H", "H", "H", "H", "H", "H", "H", "H", "H", "H", "H", "O", "C", "O", "C", "O", "C", "C", "O", "O", "H", "H", "H", "H", "H", "O", "C", "C", "C", "N", "C", "Br", "C", "H", "H", "H", "H"], "positions_angstrom": [[0.893, -0.848, -1.104], [2.265, 0.295, 1.149], [0.531, 1.315, 0.886], [-0.802, 0.568, 0.066], [-1.361, -0.824, 0.940], [-0.236, -2.510, 0.920], [-2.876, -1.292, 0.040], [-3.746, -2.252, 0.542], [-4.863, -2.612, -0.189], [-5.114, -2.018, -1.416], [-4.239, -1.073, -1.923], [-3.118, -0.713, -1.198], [-1.941, -0.494, 2.630], [-1.270, -0.956, 3.753], [-1.689, -0.557, 5.011], [-2.763, 0.305, 5.147], [-3.417, 0.785, 4.023], [-3.004, 0.393, 2.765], [0.976, 2.686, -0.229], [2.136, 3.419, -0.007], [2.481, 4.439, -0.875], [1.669, 4.726, -1.962], [0.519, 3.985, -2.192], [0.169, 2.966, -1.325], [0.135, 2.108, 2.473], [0.744, 1.720, 3.656], [0.326, 2.272, 4.853], [-0.700, 3.202, 4.867], [-1.316, 3.579, 3.683], [-0.906, 3.030, 2.486], [-3.538, -2.704, 1.502], [-5.547, -3.352, 0.196], [-5.996, -2.293, -1.973], [-4.435, -0.600, -2.875], [-2.436, 0.046, -1.572], [-0.432, -1.629, 3.635], [-1.170, -0.917, 5.887], [-3.088, 0.611, 6.131], [-4.244, 1.471, 4.129], [-3.494, 0.771, 1.877], [2.764, 3.171, 0.840], [3.385, 5.010, -0.711], [1.939, 5.524, -2.639], [-0.106, 4.194, -3.047], [-0.734, 2.390, -1.489], [1.542, 0.991, 3.629], [0.806, 1.973, 5.773], [-1.024, 3.631, 5.804], [-2.121, 4.302, 3.698], [-1.385, 3.298, 1.552], [0.655, -5.401, -1.966], [0.624, -4.091, -2.070], [1.466, -3.361, -1.587], [-0.543, -3.568, -2.890], [-0.622, -2.175, -2.679], [-1.081, -1.407, -3.794], [-0.595, 0.092, -3.592], [-1.268, 0.973, -4.080], [0.500, 0.195, -2.956], [1.392, -5.698, -1.403], [-0.336, -3.800, -3.946], [-1.469, -4.076, -2.584], [-0.620, -1.767, -4.722], [-2.173, -1.438, -3.886], [7.512, -1.496, -2.850], [6.250, -1.393, -2.422], [5.898, -1.143, -1.096], [4.565, -1.029, -0.758], [3.564, -1.174, -1.633], [3.916, -1.443, -2.885], [2.487, -1.778, -4.087], [5.211, -1.552, -3.345], [8.149, -1.395, -2.130], [6.652, -1.042, -0.331], [4.275, -0.803, 0.260], [5.427, -1.759, -4.381]], "forces_ev_per_angstrom": [[1.32, -1.19, 0.86], [0.04, -0.13, -0.02], [-0.72, 0.98, -0.30], [1.13, -0.93, 1.40], [-0.92, 0.57, -0.38], [0.00, -0.21, 0.02], [0.13, 0.09, 0.05], [0.09, 0.08, -0.03], [-0.07, -0.10, 0.13], [-0.04, -0.01, -0.14], [-0.13, -0.06, -0.09], [0.06, 0.18, 0.07], [0.29, 0.08, -0.19], [-0.15, -0.12, -0.14], [-0.02, -0.10, 0.08], [-0.01, -0.01, 0.07], [-0.14, 0.01, 0.01], [-0.02, -0.09, -0.01], [-0.16, -0.11, 0.13], [0.02, 0.04, 0.00], [0.09, 0.06, 0.10], [-0.11, -0.03, -0.17], [0.14, 0.23, -0.09], [-0.13, 0.01, 0.14], [-0.13, -0.31, -0.11], [0.07, 0.12, -0.16], [0.01, 0.15, 0.12], [0.06, 0.01, 0.06], [-0.07, 0.21, 0.04], [0.14, -0.02, -0.08], [-0.04, -0.08, 0.07], [-0.07, -0.08, 0.07], [-0.11, -0.03, -0.08], [-0.03, 0.05, -0.11], [-0.14, -0.04, 0.09], [0.07, -0.04, -0.03], [0.05, -0.03, 0.10], [-0.01, 0.03, 0.07], [-0.07, 0.05, 0.02], [-0.05, 0.06, -0.01], [0.05, 0.03, -0.01], [0.03, 0.03, 0.04], [0.03, 0.05, -0.05], [-0.04, 0.02, -0.09], [0.10, -0.01, 0.00], [0.02, -0.06, 0.00], [0.01, -0.02, 0.12], [-0.04, 0.04, 0.08], [-0.05, 0.03, 0.01], [-0.07, 0.04, -0.01], [-0.19, -0.62, -0.07], [0.30, 0.74, 0.19], [-0.26, -0.34, 0.00], [-0.02, -0.09, 0.29], [0.07, -0.30, -0.35], [0.09, 1.05, 0.02], [-1.35, -0.76, -0.93], [-0.02, 0.01, -0.06], [0.25, 0.67, -0.32], [-0.10, 0.35, -0.14], [-0.07, 0.03, 0.15], [0.18, 0.11, -0.07], [-0.03, -0.08, 0.06], [0.26, -0.02, 0.11], [0.32, -0.08, -0.21], [-0.82, 0.09, 0.30], [0.06, -0.06, -0.10], [0.16, 0.00, 0.03], [0.04, 0.04, -0.28], [0.03, -0.19, 0.24], [0.49, -0.05, -0.42], [0.31, 0.03, -0.02], [-0.22, 0.02, -0.02], [0.10, 0.07, 0.10], [0.04, -0.04, -0.09], [-0.02, -0.03, -0.05]]}